(1)
112
Properties=species:S:1:pos:R:3:lowdin_charge:R:1 method="wB97M-V/def2-TZVPD" e_lumo_ev=-0.52 total_charge=-1 homo_energy_ev=-3.08
H -1.1513 6.9088 -4.5631 0.151
H -4.7528 0.3384 4.4110 0.122
S -1.7121 2.6112 1.5302 0.402
F 4.2696 -4.0583 2.7380 0.113
H -1.6841 4.7124 -6.6798 0.113
C -3.4573 -1.9193 4.8598 -0.210
C -6.1169 5.2161 -5.9104 -0.112
C 1.3144 -3.4672 2.6647 -0.375
C 3.2779 -3.2715 -0.6483 -0.583
C -0.1695 -5.3710 2.5241 -0.103
H -0.8412 -5.9875 1.9420 0.105
H -0.4034 -6.5169 4.3255 0.097
C -3.5519 4.9797 -4.2512 0.052
C -4.7954 4.4404 -3.9732 -0.146
H -6.3373 7.0151 -4.3181 0.181
C -1.9197 -1.9152 -2.0704 -0.412
C 3.5405 -0.0073 4.8368 -0.082
F 5.9220 -5.6501 1.4004 0.120
H 3.1184 0.4222 5.7330 0.097
O -1.5378 1.7018 -1.5262 -0.269
S 1.6134 1.8177 2.0758 0.404
H 0.7015 4.9101 -6.0238 0.113
H -3.4847 1.0565 3.3855 0.098
C -1.6853 -0.7790 3.7000 -0.321
H -3.4828 5.8911 -4.8297 0.110
N -2.6922 -2.4836 -2.9512 0.035
C 0.9274 -4.8560 4.5948 -0.082
N -5.9583 5.1154 -4.4691 -0.136
H -6.7607 4.4107 -6.2865 0.138
C 1.0797 2.8265 4.5361 -0.308
C 5.3539 -0.2252 3.2810 -0.082
C 1.5505 -3.7677 3.9980 -0.089
C 0.4348 -4.2729 1.9387 -0.134
C -0.0330 4.2227 -3.5099 0.043
H 0.2207 -4.0333 0.9019 0.101
H 0.6599 6.7126 -6.2645 0.106
C 5.0688 -4.8701 0.7326 -0.135
F -6.0976 2.7188 -2.9757 0.063
H -1.7850 6.5169 -6.9533 0.095
C -1.3284 2.6153 -2.3151 -0.302
H -6.0634 7.3101 -6.6392 0.131
C 2.7444 -0.7732 4.0038 -0.149
H -3.1346 0.2255 1.1995 0.021
O 1.2770 1.4113 -1.7587 -0.367
H -1.2682 0.2086 3.4847 0.063
H -8.8872 5.8620 -4.9883 0.130
O 2.3110 3.1767 -2.6883 0.028
H -5.3089 -2.4685 2.1629 0.119
C -0.0431 3.1436 -2.6893 0.000
C 1.3296 2.5412 -2.3327 -0.635
N -2.1164 4.1617 4.8637 0.114
H -8.6213 6.6143 -3.4033 0.133
C -4.9471 -1.9066 3.0287 -0.216
H -3.2725 -3.7276 2.0365 0.086
N -2.9134 -0.6259 4.4857 -0.145
H 2.2393 -3.1627 4.5753 0.097
H -7.5424 8.0823 -4.9039 0.183
H -3.8662 -1.3014 0.6891 0.082
P -1.9210 -1.6964 2.0996 0.974
H 1.6983 -0.9074 4.2593 0.100
N -4.4578 -0.6117 2.5822 -0.149
N -1.2592 -1.5414 -1.1906 -0.121
C -8.1357 6.1342 -4.2496 -0.068
C 3.2858 -3.2170 0.7521 -0.317
C -6.7635 6.5905 -6.2176 -0.075
N -1.1234 4.8446 -4.0431 0.003
N -3.4513 -1.1075 -4.8701 0.041
C -2.3905 4.3629 -3.7641 -0.119
C -3.7678 2.7028 -2.6588 0.116
H -7.6325 6.5051 -6.8663 0.129
C -1.5100 3.6003 4.0614 -0.324
F 5.8928 -5.6954 -1.3100 0.122
C -2.5161 3.2487 -2.9379 -0.022
F 4.1671 -4.1587 -2.6706 0.072
C -0.7911 2.9091 3.0031 -0.816
C -1.3281 5.6976 -6.4141 -0.104
C -3.4360 -0.7673 1.5416 -0.352
H -7.1324 4.8906 -2.7594 0.141
C -0.9567 5.9232 -4.9761 -0.273
N 1.5582 2.9897 5.5707 0.122
H -3.8327 1.8277 -2.0280 0.150
H -4.2973 -1.7499 5.5421 0.119
N -3.9578 -2.7159 3.7378 -0.156
H -2.1632 -3.7449 3.4059 0.065
H 5.4651 0.8954 5.1068 0.099
C -3.0708 -1.7173 -3.9610 -0.462
Ba -0.0597 0.4564 -0.1387 1.503
C 5.0527 -4.8973 -0.6492 -0.137
C -2.8615 -3.1148 2.8457 -0.339
C 0.5103 2.5607 3.2171 -0.813
C 0.1149 5.8161 -6.0105 -0.080
H 6.3633 0.0144 2.9743 0.098
C 4.8516 0.2664 4.4758 -0.082
C 4.1546 -4.0969 -1.3394 -0.271
H 1.1248 -5.0758 5.6354 0.100
C -4.8841 3.2769 -3.1976 -0.182
C -7.2557 4.9250 -3.8390 -0.126
P 2.1010 -2.1333 1.6784 1.087
C -3.9205 0.1191 3.7355 -0.185
C 3.2526 -1.3103 2.8237 -0.409
H -2.6889 -2.4929 5.3842 0.121
Br 2.0816 -2.2813 -1.7080 0.856
C 0.0742 -5.6644 3.8612 -0.100
H 0.9311 4.6430 -3.7656 0.141
C 4.1946 -4.0322 1.4067 -0.223
H -7.7468 4.0021 -4.1588 0.131
C 4.5570 -1.0065 2.4580 -0.097
H -5.7850 -1.7343 3.7138 0.118
H -0.9470 -1.3231 4.3005 0.079
H -5.1503 5.1331 -6.3998 0.130
H 4.9624 -1.3583 1.5156 0.105
N -7.2054 7.1231 -4.8876 0.028


(2)
98
Properties=species:S:1:pos:R:3:lowdin_charge:R:1 method="wB97M-V/def2-TZVPD" e_lumo_ev=2.11 total_charge=-1 homo_energy_ev=-4.14
H 1.6414 5.5943 0.9389 0.103
C -5.0831 -1.9833 -1.5448 -0.104
H -3.4239 4.9790 2.7210 0.067
H 0.0708 2.5570 -1.7629 0.099
C -0.0840 2.7278 6.9595 -0.108
H 4.3685 3.3936 -1.5175 0.101
C 0.9784 -2.0007 -6.0627 -0.129
N 0.8797 -2.8487 -5.0507 0.133
H 2.0768 3.4562 4.4508 0.114
C 3.4627 3.9772 -1.4104 -0.086
C 2.6382 4.1760 -2.5084 -0.158
C -0.4231 -4.8990 -0.8727 -0.938
C -1.8352 1.8117 -0.1932 -0.118
H -2.0258 -1.7945 1.2550 0.070
O 1.6564 1.5964 2.4595 0.097
S -1.8423 -4.1314 -1.2331 0.606
C 3.4775 -3.0275 2.7449 -0.156
C 1.0143 3.2771 6.3120 -0.095
C 0.5550 2.0110 2.7642 -0.322
H -0.8924 -5.2345 1.0268 0.086
C -4.2144 -1.8233 -2.6171 -0.108
C -0.9917 1.9582 6.2426 -0.087
H 0.1827 5.9673 -1.0109 0.091
H 0.1042 -1.3804 -6.2322 0.109
O 0.2116 0.6751 0.2535 -0.174
Te 0.0981 5.0512 -3.9863 1.189
H -1.4315 3.7399 3.1197 0.115
C 3.0799 -3.6160 -5.5396 -0.028
H -2.5343 -0.7329 -3.3964 0.105
C 1.1083 5.4163 -1.1267 -0.150
C 3.2651 -2.8457 4.1266 -0.101
C -1.3491 -1.6943 3.2858 -0.099
C 3.1822 -2.7074 -6.5784 -0.079
C -2.7650 2.7430 0.2054 -0.021
C -0.4371 2.2948 -2.6890 -0.306
C 2.0362 -2.4609 4.5778 -0.049
C 1.2108 3.0469 4.9577 -0.028
H -1.8497 1.5260 6.7434 0.097
C 1.9345 5.2099 -0.0308 -0.083
H 3.4826 -5.7741 -4.0725 0.065
H -1.8206 3.1816 -4.0848 0.041
Tl 0.1656 -1.5271 -1.1320 0.670
H 1.7210 3.8807 6.8692 0.094
C 0.0592 -2.2431 1.3476 -0.230
H 4.0870 -2.6530 -7.1707 0.102
C 3.1129 4.4910 -0.1712 -0.081
C -3.2258 -0.8560 -2.5740 -0.055
H 3.7407 4.3023 0.6876 0.102
H -1.8576 3.9047 -2.4749 0.039
H 4.0878 -2.9998 4.8139 0.094
H 3.9110 -4.2708 -5.3182 0.094
C -3.7195 4.4390 1.8205 -0.073
H -5.5891 -1.3315 0.4325 0.098
H 0.7241 -5.6080 0.6545 0.091
C -1.2022 3.4954 -3.2426 -0.496
H 0.3238 1.9743 -3.4056 0.103
N 0.6249 -5.0701 -1.7344 -0.049
H -3.8324 0.3951 0.5107 0.110
H 2.9048 3.7535 -3.4692 0.087
H -3.6182 2.9356 -0.4425 0.128
C 1.9079 -3.6605 -4.7824 -0.224
C 1.4561 4.8927 -2.3671 -0.587
C 0.9574 -2.2486 3.6862 -0.171
H 1.8706 -2.3109 5.6396 0.105
H -2.3281 -1.3936 3.6482 0.095
H 1.4250 -5.5741 -1.3790 0.103
C -0.6466 1.5311 0.5927 -0.339
H 2.1517 -1.1542 -7.6596 0.098
H -0.4367 -1.6588 5.2216 0.102
C 0.2989 2.2898 4.2326 -0.159
N -1.3912 1.2083 -2.5401 0.085
C -0.5632 2.2596 1.8379 -0.070
C 2.1116 -1.8773 -6.8566 -0.071
C 2.8867 -5.4843 -3.2117 -0.033
H -1.5096 1.1508 4.3187 0.111
C -3.0937 -0.0210 -1.4614 -0.164
H 3.5471 -5.0192 -2.4727 0.077
N -0.2264 -5.5136 0.3246 0.091
C -1.5510 3.1902 2.1912 -0.016
N 0.7279 -4.3767 -2.8806 0.083
C -2.0477 1.0502 -1.4584 -0.253
C -3.9451 -0.2157 -0.3741 -0.031
H -4.2994 -2.4631 -3.4868 0.102
H -4.6548 3.9140 2.0361 0.070
C -2.6463 3.4634 1.4030 -0.289
H 4.4429 -3.3431 2.3738 0.085
Br 2.8290 -3.0263 0.0117 0.709
C 1.1328 -2.4227 2.2739 -0.240
H -0.2333 2.8990 8.0187 0.092
C -4.9342 -1.1891 -0.4187 -0.085
C -0.3117 -1.8486 4.1606 -0.068
C -0.8041 1.7471 4.8846 -0.040
C 2.4430 -2.8037 1.8855 -0.568
H 2.4771 -6.3975 -2.7768 0.077
H -3.9273 5.1704 1.0353 0.068
C 1.7742 -4.5432 -3.5979 -0.270
C -1.1579 -1.9108 1.9047 -0.160
H -5.8624 -2.7350 -1.5825 0.097


(3)
101
Properties=species:S:1:pos:R:3:lowdin_charge:R:1 method="wB97M-V/def2-TZVPD" e_lumo_ev=2.25 total_charge=-1 homo_energy_ev=-3.54
C 3.5081 0.1874 0.0090 -0.278
H -1.8748 5.3683 5.1284 0.094
C 2.1908 -1.9182 1.1423 -0.379
C 3.1634 4.3568 -1.0414 -0.028
C -2.9592 -1.7844 1.5976 -0.331
C 2.8580 5.6848 -1.2954 -0.086
H -4.1651 4.7663 -2.5458 0.105
H 1.3602 7.2265 -1.1857 0.098
H 4.6283 -1.6247 0.0759 0.111
C -1.5113 3.1239 -1.2288 -0.381
H -5.9008 -0.0465 -2.5596 0.060
Tl -1.3416 -1.3264 -1.2205 0.642
H -4.6559 -3.6470 -2.1638 0.111
C 2.1312 -2.2135 3.5449 -0.087
H -3.6792 4.7956 3.5327 0.101
S -4.5552 0.6851 -0.7762 0.354
H 1.9841 -1.7956 4.5338 0.097
H 2.8141 -5.1377 1.9815 0.100
H 2.5498 -2.8031 -5.4308 0.096
P 1.8626 -0.6822 -0.1813 1.086
H 3.0123 -8.1455 -1.0849 0.046
C 5.9011 0.0753 0.3790 -0.085
N -3.2997 -1.4935 2.8754 0.125
C 3.5775 1.5767 0.0657 -0.261
C 0.8940 3.9765 -0.2914 -0.274
N -1.8577 -1.1569 1.2627 0.018
C -5.4349 -3.7757 -0.1148 -0.074
C -1.8387 2.5223 -3.5456 -0.086
N -3.5571 -2.6711 -0.6075 -0.021
H -0.3882 5.6831 -0.3700 0.109
H -5.3411 -3.2443 1.9295 0.151
H -6.3436 -4.3525 -0.1121 0.108
H 6.8077 -0.5113 0.4624 0.099
H 1.5470 -4.2278 -3.6626 0.093
C 0.6154 5.3155 -0.5478 -0.075
H 1.0213 3.8899 2.3476 0.101
O -5.0511 2.0504 -0.8670 -0.360
S 1.4416 -6.2634 -1.1971 0.878
C -1.1453 2.3866 -2.3544 -0.131
O -3.0910 0.6198 -0.5795 -0.506
C -1.6357 4.9229 4.1709 -0.107
H 2.6875 -3.6875 0.0226 0.081
C -4.8236 0.0304 -2.4167 -0.149
C 4.6806 -0.5454 0.1487 -0.070
H 3.6209 6.3293 -1.7150 0.100
H -2.4260 -0.1983 4.3588 0.107
C -2.9333 3.3759 -3.6163 -0.099
C -1.0238 3.7695 1.6859 -0.365
H 4.8164 3.2725 0.5588 0.105
C 2.2089 -1.4712 -1.8018 -0.399
C -2.6431 4.6084 3.2753 -0.090
C 2.4430 -2.4252 -4.4206 -0.096
C 2.6080 -4.0833 2.1187 -0.080
C -0.0132 4.0931 2.6012 -0.111
H -3.4918 3.4695 -4.5393 0.098
H -4.1425 -1.7696 3.3413 0.149
H 0.4869 4.9172 4.5124 0.097
C 5.9336 1.4538 0.5295 -0.086
C 2.7480 -0.6654 -2.8093 -0.097
H -0.6276 0.2385 2.3063 0.086
H -3.1539 3.7870 1.3673 0.097
C 2.1952 3.5252 -0.4845 -0.255
H -1.5307 1.9576 -4.4168 0.102
C -2.5901 3.9967 -1.3156 -0.096
C -2.3753 -0.5976 3.3612 -0.065
H -4.3961 0.7680 -3.0943 0.045
C 1.7462 -2.7418 -2.1383 -0.169
C 2.3944 -3.5697 3.3861 -0.086
O 2.3846 2.2120 -0.1399 -0.050
C 1.8874 -3.2246 -3.4341 -0.081
N -4.8947 -3.2491 1.0323 0.125
H 2.4333 -4.2218 4.2506 0.098
O -5.3002 -0.1412 0.1659 -0.358
C -0.3120 4.6699 3.8233 -0.095
H 2.1148 -8.7169 1.3313 0.087
C -3.3060 4.1079 -2.5007 -0.086
H 1.8293 -0.3376 2.5492 0.096
C 4.7767 2.2071 0.3854 -0.029
C 2.0310 -1.3988 2.4306 -0.122
C -4.5910 -3.4100 -1.1147 -0.137
C 2.8607 -1.1369 -4.1081 -0.092
H 0.2317 -7.0396 2.0754 0.086
C 2.5083 -3.2626 1.0014 -0.111
C 1.7595 -7.8990 0.7163 -0.236
H 3.2787 -0.4998 -4.8785 0.097
H 1.2519 -3.3558 -1.3937 0.002
H -0.3021 1.7039 -2.2930 0.086
H 3.0697 0.3433 -2.5740 0.102
C -3.7746 -2.5759 0.6837 -0.387
H 4.1372 3.9744 -1.3087 0.105
C 0.4351 -6.0277 0.1888 -1.066
C 1.5899 6.1815 -1.0178 -0.088
H 6.8641 1.9582 0.7635 0.100
C 0.7328 -6.9916 1.1162 -0.299
H -4.3414 -0.9388 -2.5273 0.026
C -2.3428 4.0401 2.0404 -0.083
P -0.4572 2.7789 0.2371 1.165
C 2.2498 -7.6266 -0.5237 -0.455
C -1.4946 -0.4022 2.3440 -0.118
H -2.8968 4.5771 -0.4546 0.088
Te -1.0527 -4.5280 0.2526 0.642


(4)
96
Properties=species:S:1:pos:R:3:lowdin_charge:R:1 method="wB97M-V/def2-TZVPD" e_lumo_ev=2.31 total_charge=-1 homo_energy_ev=-3.59
S -1.0784 -3.4626 -2.2846 0.050
H 1.6814 3.8894 1.8530 0.097
C -0.3636 1.8360 2.7449 -0.358
H 1.8434 -1.6002 -5.2573 0.088
H 1.5469 1.6714 5.5451 0.100
S -0.7043 -4.8749 -3.7391 -0.065
C -1.7330 1.7516 4.7428 -0.099
H 3.8172 -0.9702 6.1942 0.088
H -1.3148 2.1505 -6.6464 0.098
C 0.7502 -2.4483 0.0642 -0.297
H 0.8475 1.7743 -3.0320 0.076
H -1.4169 -4.0702 1.1977 0.110
C 4.9402 -1.0393 -3.1099 -0.088
H -0.8101 2.0345 -4.2624 0.094
C -4.0028 -3.4370 3.2966 -0.122
C -4.3952 0.1260 -0.3241 -0.088
H -1.4474 0.0785 -8.0006 0.097
C -2.0382 -2.1987 3.9415 -0.055
C -1.9465 -0.1225 -1.6375 -0.369
S 1.2907 -4.4917 -4.1311 -0.093
C -1.0140 -1.2026 -6.3319 -0.074
C 1.8884 -1.8673 5.8801 -0.103
P -0.2835 -0.2495 -2.4004 1.042
H -0.3337 2.1120 -1.7748 0.048
H -3.9135 -2.0924 4.9672 0.094
C -3.3674 -2.5401 4.1445 -0.102
H -1.5650 -1.4788 4.5937 0.095
H -3.7678 -4.6851 1.5628 0.101
H -3.6279 -1.3523 1.0375 0.095
H 2.3838 0.7812 -1.3538 0.044
Ti 1.1623 -2.4804 -1.7951 0.117
C 2.7380 -1.4181 -4.6770 -0.153
C 1.0080 4.3972 1.1726 -0.085
H 0.0297 -2.7423 5.2988 0.100
C -1.3050 -2.7449 2.8827 -0.173
H 1.1017 0.0877 0.5368 0.037
H 3.9745 -0.9544 -6.3570 0.096
C 1.2106 1.1674 0.3979 -0.354
S 3.3421 -1.6072 -0.8871 0.660
C -1.1527 1.1847 -6.1837 -0.090
C -0.8686 1.1124 -4.8279 -0.113
C -0.7294 -1.2724 -4.9746 -0.126
H 0.5172 7.4457 -0.2181 0.095
H -0.6811 1.6168 6.6115 0.098
C -1.6150 1.8076 3.3622 -0.113
H -2.7153 1.7281 5.1987 0.098
H -0.5778 -2.2406 -4.5164 -0.006
C -3.4381 -0.7544 0.1535 -0.060
P -0.4024 1.9063 0.9074 1.095
C -0.6533 -0.1162 -4.2004 -0.339
C 0.3538 6.4004 0.0137 -0.103
C 0.4610 1.4222 -2.0737 -0.336
C 3.9255 -1.0670 -5.2835 -0.073
C 3.2239 -0.9454 4.1236 -0.099
C -1.9613 -3.6492 2.0351 -0.035
C -0.0617 3.6998 0.6140 -0.361
H 2.0286 1.4913 1.0441 0.073
C 0.4693 -2.4104 1.2873 -0.145
S 2.1386 -4.6227 -2.2692 0.055
C 0.6545 1.7278 4.9365 -0.085
C 3.0514 -1.2299 5.4736 -0.124
C 0.0852 -2.3356 2.5817 -0.156
H -4.8853 1.5577 -1.8508 0.095
H -1.3924 6.2332 -1.2213 0.097
C -0.7154 5.7207 -0.5488 -0.095
H 4.1284 -0.4559 3.7815 0.099
C 0.9097 -2.2125 4.9595 -0.045
N 2.6192 -1.5576 -3.3544 -0.087
H 2.0250 2.4820 -1.0884 0.106
C -0.5962 1.6977 5.5351 -0.095
C 1.0606 -1.9191 3.5989 -0.167
C -2.9205 0.7498 -2.1200 -0.093
C 2.2452 -1.2777 3.2055 -0.041
H -1.0671 -2.1193 -6.9061 0.107
H -1.4690 -1.5519 -0.1113 0.049
H -2.5060 1.8106 2.7442 0.092
C -1.2268 0.0242 -6.9416 -0.094
H 2.3965 -1.0634 2.1539 0.089
C 1.2159 5.7358 0.8777 -0.090
H 1.7588 1.7966 3.1230 0.088
C 0.7674 1.7982 3.5560 -0.100
C 3.6946 -1.3727 -2.5595 -0.760
H 1.7443 -2.1164 6.9251 0.094
C -0.9192 4.3791 -0.2488 -0.116
H 2.0509 6.2640 1.3215 0.098
C -4.1356 0.8780 -1.4639 -0.092
H -2.7433 1.3281 -3.0171 0.091
C -3.2882 -3.9879 2.2391 -0.098
H -5.3466 0.2235 0.1849 0.097
H 5.9993 -0.6173 -4.9152 0.102
H -1.7558 3.8430 -0.6871 0.091
H -5.0412 -3.7010 3.4550 0.089
C 5.0457 -0.8811 -4.4731 -0.079
H 5.7887 -0.9162 -2.4517 0.101
C -2.2184 -0.8730 -0.4981 -0.130
C 1.5974 1.4748 -1.0516 -0.298